Here is C28H30IrN4O2 as an isolated structure from the Open Molecules 2025 dataset. Energies are from wB97M-V/def2-TZVPD.

Calculated values
- spin multiplicity = 1
- energy relative to the best compared isomer or geometry (same formula, charge and spin) (eV) = 0.0000
- total charge = +3

Cartesian coordinates (Å):
Ir -2.089 -0.505 1.067
C -4.309 -0.690 0.725
C -3.948 0.673 0.985
C -3.286 1.019 2.168
C -2.879 -0.002 3.098
C -3.213 -1.332 2.814
C -3.953 -1.679 1.643
H -4.784 -0.950 -0.212
H -4.130 1.432 0.236
H -2.934 2.031 2.314
H -2.291 0.236 3.973
H -2.885 -2.114 3.486
H -4.174 -2.720 1.442
C 0.482 -3.314 -3.415
N -0.200 -2.057 -3.109
N -0.696 -1.756 -1.855
C -1.465 -0.627 -1.954
O -1.981 -0.026 -0.941
C -1.493 -0.251 -3.294
C -0.714 -1.172 -3.978
C -0.456 -1.288 -5.436
C -0.222 -2.273 -0.642
C -1.208 -2.564 0.353
C -0.728 -3.110 1.576
C 0.616 -3.319 1.808
C 1.527 -3.022 0.803
C 1.118 -2.477 -0.416
H 0.343 -4.011 -2.593
H 1.544 -3.141 -3.579
H 0.034 -3.747 -4.306
H -2.012 0.591 -3.715
H -0.760 -0.375 -5.940
H -1.033 -2.114 -5.857
H 0.599 -1.469 -5.640
H -2.173 -2.892 -0.010
H -1.445 -3.469 2.303
H 0.948 -3.758 2.739
H 2.581 -3.215 0.961
H 1.848 -2.230 -1.175
C 3.864 2.378 1.163
N 2.691 1.594 1.555
N 1.457 1.797 0.994
C 0.625 0.825 1.441
O -0.646 0.931 1.158
C 1.359 -0.027 2.264
C 2.650 0.492 2.310
C 3.852 0.004 3.037
C 1.116 2.982 0.263
C 0.644 2.853 -1.034
C 0.300 3.999 -1.733
C 0.447 5.248 -1.142
C 0.930 5.359 0.155
C 1.259 4.220 0.874
H 3.688 2.806 0.181
H 4.718 1.708 1.115
H 4.051 3.172 1.882
H 0.986 -0.855 2.838
H 3.578 -0.787 3.731
H 4.317 0.809 3.606
H 4.596 -0.391 2.342
H 0.555 1.875 -1.489
H -0.068 3.922 -2.747
H 0.192 6.140 -1.698
H 1.046 6.333 0.611
H 1.613 4.296 1.895

Atom charges from the Löwdin analysis, given in e for atoms 1 to 6: atom 1 (Ir): 1.518, atom 2 (C): -0.064, atom 3 (C): -0.075, atom 4 (C): -0.062, atom 5 (C): -0.077, atom 6 (C): -0.117

=====

Here is C16H12Cl3IN2O4Sn as an isolated structure from the Open Molecules 2025 dataset. Energies are from wB97M-V/def2-TZVPD.

Calculated values
- spin multiplicity = 1
- total charge = +2

Cartesian coordinates (Å):
Sn -0.636 -2.743 -0.752
C 1.256 0.246 -5.297
C 1.710 0.531 -3.938
N 2.661 1.338 -3.634
C 2.827 1.863 -2.467
C 1.709 1.977 -1.523
C 1.791 3.063 -0.488
O 2.787 3.932 -0.959
C 0.863 0.918 -1.573
C -0.093 0.728 -0.471
N -0.727 -0.329 -0.146
C -1.530 -0.228 1.039
C -1.029 0.382 2.185
C -1.797 0.450 3.336
C -3.074 -0.089 3.353
C -3.576 -0.727 2.225
C -2.796 -0.804 1.089
I -3.543 -1.861 -0.558
C 0.922 -0.017 -2.744
O 0.286 -1.031 -2.843
H 1.918 0.676 -6.041
H 1.142 -0.836 -5.422
H 0.241 0.649 -5.417
H 3.827 2.122 -2.132
H 0.808 3.549 -0.431
H 2.025 2.646 0.499
H 2.962 4.640 -0.328
H -0.250 1.629 0.123
H -0.007 0.738 2.203
H -1.384 0.901 4.227
H -3.676 -0.045 4.250
H -4.559 -1.176 2.247
Cl 1.259 -4.669 3.204
C 0.097 -3.362 3.446
Cl -1.027 -3.756 4.726
Cl 0.950 -1.853 3.844
C -0.648 -3.205 2.098
O -1.787 -3.552 1.931
O 0.098 -2.694 1.143

Atom charges from the Löwdin analysis, given in e for atoms 1 to 6: atom 1 (Sn): 1.293, atom 2 (C): 0.052, atom 3 (C): -0.129, atom 4 (N): 0.242, atom 5 (C): 0.107, atom 6 (C): -0.056

=====

Here is a 14-piece molecular cluster, C3H34NO14 overall from the Open Molecules 2025 dataset. Energies are from wB97M-V/def2-TZVPD.

Calculated values
- spin multiplicity = 1
- energy relative to the best compared isomer or geometry (same formula, charge and spin) (eV) = 3.4094
- total charge = -1

Cartesian coordinates (Å):
C -3.170 1.024 -1.135
N -2.918 2.452 -1.361
C -1.507 2.750 -1.140
O -0.614 1.967 -1.916
C -2.743 0.041 -2.207
H -4.176 0.803 -0.819
H -2.635 0.774 -0.145
H -3.463 3.118 -1.899
H -1.252 3.709 -1.425
H -1.362 2.600 -0.055
H -3.583 0.000 -2.984
H -1.843 0.188 -2.819
H -2.664 -1.057 -1.764
H 1.078 1.570 -2.253
H 1.124 0.088 -2.296
O 1.689 0.791 -2.371
H -0.472 1.049 -1.666
H 0.079 -1.857 -1.978
O -0.131 -1.021 -1.670
H 3.276 1.040 1.723
H 4.094 0.626 0.525
O 4.079 1.228 1.248
H -0.672 -0.109 3.751
H -1.944 0.392 3.935
O -1.257 0.173 4.583
H 0.136 -0.220 -3.966
H -0.389 0.812 -4.917
O -0.450 -0.131 -4.748
H 0.200 -2.282 0.593
H 0.271 -1.093 -0.629
O 0.963 -1.753 0.550
H -2.703 -1.514 1.664
H -1.405 -1.004 1.914
O -2.231 -0.750 1.879
H 1.908 2.182 2.296
H 1.374 1.499 3.425
O 1.846 2.276 3.244
H 0.822 -1.055 1.869
H 0.828 -1.069 3.398
O 0.516 -0.512 2.669
H 2.677 -3.373 2.582
H 2.017 -2.702 1.430
O 2.242 -3.572 1.800
H 4.471 -0.335 -1.613
H 4.156 -1.461 -0.473
O 4.815 -0.978 -1.032
H 2.354 -2.839 -0.612
H 2.294 -4.018 -0.068
O 2.511 -3.738 -0.973
H -2.167 1.726 2.411
H -3.093 1.649 1.295
O -2.976 1.915 2.147

Atom charges from the Löwdin analysis, given in e for atoms 1 to 6: atom 1 (C): -0.287, atom 2 (N): -0.048, atom 3 (C): -0.248, atom 4 (O): -0.089, atom 5 (C): -0.121, atom 6 (H): 0.101

=====

Here is C5H12NO as an isolated structure from the Open Molecules 2025 dataset. Energies are from wB97M-V/def2-TZVPD.

Calculated values
- spin multiplicity = 1
- energy relative to the best compared isomer or geometry (same formula, charge and spin) (eV) = 3.0248
- total charge = +1

Cartesian coordinates (Å):
C 1.206 0.276 -0.200
C -0.195 -0.001 -0.543
C -0.264 -1.408 -2.449
C -0.810 -1.244 -1.096
C -0.219 1.463 1.860
N 0.186 1.123 3.077
O 0.280 -0.012 0.789
H 2.043 -0.563 -0.207
H 1.499 1.322 -0.259
H -0.666 0.882 -0.859
H 0.662 -1.905 -2.395
H -0.111 -0.390 -2.873
H -0.749 -2.127 -3.114
H -0.676 -2.115 -0.438
H -1.880 -0.988 -1.050
H 0.292 2.279 1.319
H -1.162 1.337 1.419
H -0.593 0.795 3.682
H 1.158 1.274 3.336

Atom charges from the Löwdin analysis, given in e for atoms 1 to 6: atom 1 (C): -0.061, atom 2 (C): -0.283, atom 3 (C): -0.091, atom 4 (C): -0.199, atom 5 (C): 0.011, atom 6 (N): 0.146

=====

Here is one molecule with the formula C3H5N3 from the Open Molecules 2025 dataset. Energies are from wB97M-V/def2-TZVPD.

Calculated values
- spin multiplicity = 1
- energy relative to the best compared isomer or geometry (same formula, charge and spin) (eV) = 4.5877

Cartesian coordinates (Å):
C -1.453 0.111 0.118
C 0.025 0.222 -0.140
C 0.913 1.333 0.244
N 2.144 0.687 0.382
N 2.059 -0.608 0.241
N 0.834 -0.940 -0.064
H -1.916 1.086 -0.048
H -1.925 -0.627 -0.537
H -1.631 -0.177 1.156
H 0.234 0.755 -1.135
H 0.616 -1.914 -0.226

Atom charges from the Löwdin analysis, given in e for atoms 1 to 6: atom 1 (C): -0.046, atom 2 (C): -0.459, atom 3 (C): -0.044, atom 4 (N): -0.056, atom 5 (N): 0.010, atom 6 (N): 0.020

=====

Here is C6H10O as an isolated structure from the Open Molecules 2025 dataset. Energies are from wB97M-V/def2-TZVPD.

Calculated values
- spin multiplicity = 1
- energy relative to the best compared isomer or geometry (same formula, charge and spin) (eV) = 5.3938

Cartesian coordinates (Å):
C 2.230 0.839 -0.193
C 0.946 0.134 0.063
O 0.276 0.234 1.217
C -0.631 -0.783 0.777
C -2.030 -0.171 0.644
C -1.525 0.420 -0.682
C -0.175 -0.420 -0.683
H 2.050 1.890 -0.461
H 2.861 0.815 0.699
H 2.764 0.363 -1.019
H 1.325 -1.622 0.534
H 0.536 -1.837 0.887
H -2.308 0.537 1.428
H -2.805 -0.932 0.524
H -2.124 0.145 -1.551
H -1.364 1.500 -0.675
H -0.023 -1.113 -1.508

Atom charges from the Löwdin analysis, given in e for atoms 1 to 6: atom 1 (C): -0.014, atom 2 (C): -0.379, atom 3 (O): -0.009, atom 4 (C): -0.243, atom 5 (C): -0.118, atom 6 (C): -0.110

=====

no.,HOMO-LUMO gap (eV)
1,5.88
2,4.89
3,9.19
4,11.62
5,8.74
6,8.86